Computed, not measured: C36H71Cl28NOSi as an isolated structure, with ωB97M-V/def2-TZVPD.

LUMO ... 0.152 eV
Total energy ... -400524.25648 eV

The geometry in XYZ format:
```
138
Properties=species:S:1:pos:R:3:forces:R:3:mulliken_charge:R:1
C -6.422273 -2.787065 -1.822084 5.67 0.85 5.11 -0.08
C -5.762165 -3.042914 -0.698716 -2.59 1.47 -6.07 -0.48
Si -4.700038 -3.218209 0.919596 -0.42 -0.03 -1.77 0.38
C -3.029684 -2.362833 0.542241 0.76 0.21 -0.41 0.01
C -2.118046 -2.038149 1.831487 0.78 -0.83 -1.20 -0.92
N -2.571671 -0.873171 2.650576 1.13 -0.23 -1.32 0.19
C -1.749088 -0.878366 3.905696 0.54 -0.12 1.36 0.10
C -2.353790 0.008499 5.111217 0.34 0.87 0.29 -1.02
C -2.495713 0.408240 1.919930 -2.18 3.85 1.55 0.17
C -1.695223 0.676266 0.554214 -0.03 -0.50 -0.13 -0.40
O -3.151316 1.408605 2.401344 2.87 -4.26 -1.80 -0.62
H -6.635657 -2.272858 -2.833096 0.25 -1.09 2.69 0.36
H -5.444618 -2.653475 2.044846 -0.05 0.16 0.11 -0.16
H -4.546239 -4.681780 1.107541 0.13 0.14 0.14 -0.13
H -2.420935 -3.097156 -0.118748 -1.01 1.19 0.94 0.19
H -3.263207 -1.446367 -0.122526 0.56 -1.31 1.17 0.02
H -2.063428 -3.021235 2.454609 -0.29 1.93 -0.71 0.48
H -1.021967 -1.869227 1.463643 -1.68 -0.32 0.59 0.15
H -0.656672 -0.592732 3.623507 -1.70 -0.25 0.73 0.04
H -1.672219 -1.966416 4.313388 -0.34 1.80 -1.05 0.25
H -1.635368 0.890153 5.339592 -1.20 -1.46 -0.40 0.20
H -2.441722 -0.598565 6.100763 0.09 0.93 -1.89 0.30
H -3.371771 0.502636 4.854581 1.78 -1.15 0.29 0.31
H -2.485381 0.742061 -0.299461 1.40 -0.27 1.46 0.23
H -0.901848 -0.121604 0.291933 -1.84 1.38 0.80 -0.08
H -1.135629 1.695106 0.539651 -1.18 -1.71 0.55 0.36
Cl 2.651444 -0.751834 2.799195 -0.15 -0.14 -0.03 -0.20
C 2.820283 0.943170 3.321148 -0.09 0.35 0.08 0.47
C 2.805160 1.082515 4.830710 0.24 0.05 -0.18 -0.37
Cl 1.207002 0.710689 5.525822 -0.01 -0.04 0.06 -0.17
H 2.019782 1.522666 2.855533 -0.01 -0.19 0.12 0.30
H 3.773637 1.303028 2.925819 -0.70 -0.34 0.19 -0.68
H 3.038939 2.112228 5.109869 -0.06 -0.05 -0.12 0.30
H 3.539837 0.425957 5.301773 -0.15 0.01 -0.11 0.36
Cl -9.919859 0.831074 0.423081 0.04 0.02 -0.02 -0.18
C -10.553637 -0.616726 -0.397552 -0.26 -0.26 -0.02 -0.40
C -9.939581 -1.895914 0.139794 -0.15 0.26 0.17 -0.56
Cl -8.211609 -2.043568 -0.279634 -1.61 0.32 0.65 -0.04
H -10.374942 -0.504921 -1.469165 0.09 -0.01 0.18 0.29
H -11.633680 -0.626397 -0.232496 0.12 0.00 0.02 0.31
H -10.444773 -2.760861 -0.295670 0.03 0.12 -0.03 0.26
H -10.030711 -1.958992 1.226470 -0.01 0.11 -0.14 0.32
Cl 2.084506 2.596365 -0.762794 0.00 -0.06 0.11 -0.12
C 1.751533 2.029573 -2.418105 -0.08 -0.09 -0.22 -0.58
C 0.364604 1.432481 -2.549339 0.27 0.22 -0.19 -0.17
Cl 0.212723 -0.104356 -1.663425 0.54 -0.11 -0.53 -0.11
H 2.526120 1.310585 -2.693339 -0.15 0.04 0.12 0.38
H 1.844970 2.897436 -3.074963 -0.11 -0.07 0.09 0.27
H 0.151162 1.215888 -3.596390 0.14 -0.01 0.16 0.04
H -0.403569 2.114604 -2.179185 0.16 -0.10 0.06 0.33
Cl -2.465043 1.356708 -3.954950 -0.19 0.04 -0.10 -0.15
C -3.070719 -0.108897 -4.760862 -0.16 -0.33 -0.10 -0.49
C -2.448658 -1.378141 -4.206045 -0.17 0.00 0.05 -0.05
Cl -0.715581 -1.524343 -4.605624 -0.12 0.06 -0.17 -0.17
H -2.884384 -0.006386 -5.832147 0.07 -0.02 0.17 0.32
H -4.151734 -0.129679 -4.604107 0.13 -0.05 0.05 0.34
H -2.944468 -2.249057 -4.639676 0.02 0.12 0.00 0.37
H -2.548585 -1.433730 -3.119747 0.07 0.10 -0.13 -0.14
Cl -0.383888 5.144909 -8.206875 0.04 0.01 0.02 -0.18
C -0.506667 3.369765 -8.271596 -0.03 -0.27 -0.07 -0.38
C -0.835531 2.767947 -6.918916 -0.25 -0.03 -0.19 -0.36
Cl 0.509492 2.935404 -5.762720 -0.04 0.08 0.02 -0.14
H 0.433043 2.978765 -8.667358 -0.08 0.11 0.16 0.18
H -1.300335 3.133158 -8.984145 0.02 0.02 0.16 0.38
H -1.028068 1.698228 -7.025907 0.10 0.08 -0.04 0.15
H -1.720341 3.231069 -6.477379 0.19 0.01 -0.03 0.33
Cl -2.576003 -6.015332 -1.176477 -0.05 0.01 0.00 -0.15
C -1.480194 -5.992308 0.226978 0.15 0.05 0.19 -0.10
C -0.555232 -7.193628 0.252712 0.16 0.26 0.01 -0.56
Cl -1.432602 -8.708993 0.578924 -0.04 -0.06 -0.03 -0.20
H -2.089222 -5.934818 1.132153 0.03 -0.12 -0.14 0.07
H -0.892050 -5.074176 0.154192 0.03 -0.14 -0.03 0.24
H 0.181469 -7.077185 1.050239 -0.14 0.04 -0.03 0.32
H -0.019771 -7.309085 -0.691820 -0.18 -0.01 0.09 0.39
Cl -2.766141 -7.243812 4.158262 0.05 0.06 0.00 -0.16
C -2.919401 -9.015318 4.062446 -0.05 -0.32 -0.07 -0.44
C -3.249540 -9.635815 5.406346 -0.18 -0.01 -0.15 -0.43
Cl -1.894079 -9.511545 6.555631 0.01 0.03 0.02 -0.19
H -1.989221 -9.414593 3.652962 -0.10 0.12 0.12 0.28
H -3.721280 -9.225325 3.350867 0.05 0.03 0.13 0.29
H -3.460869 -10.699745 5.281211 0.07 0.11 -0.07 0.32
H -4.123461 -9.165624 5.861836 0.19 0.02 -0.06 0.32
Cl 2.505636 4.441225 2.876735 0.01 -0.09 -0.01 -0.05
C 2.766214 6.125823 2.361444 -0.01 0.39 -0.05 0.01
C 2.599158 6.299012 0.863954 -0.16 0.10 0.18 -0.47
Cl 3.899465 5.497353 -0.053370 0.09 0.04 0.00 -0.18
H 3.760564 6.432811 2.692764 -0.09 -0.16 -0.12 0.34
H 2.029033 6.735522 2.890012 0.07 -0.15 -0.16 -0.28
H 2.638424 7.359345 0.606090 0.03 -0.09 0.11 0.35
H 1.643657 5.899259 0.517378 0.17 -0.07 0.07 0.28
Cl -0.573959 7.618821 2.410696 0.00 -0.03 -0.02 -0.15
C -1.056215 8.534259 3.860225 -0.09 0.19 0.24 -0.45
C 0.118345 9.243055 4.509227 -0.19 0.16 -0.09 -0.51
Cl 1.271376 8.100498 5.243920 0.02 -0.02 -0.03 -0.18
H -1.540597 7.842422 4.552423 0.18 0.03 -0.11 0.32
H -1.798844 9.267878 3.538236 0.15 -0.03 0.02 0.32
H -0.237913 9.891794 5.312012 -0.03 -0.12 -0.07 0.35
H 0.663449 9.858247 3.790377 -0.07 -0.17 0.05 0.31
Cl 3.083903 3.548272 -7.821951 0.08 -0.06 -0.03 -0.10
C 4.418044 3.407060 -8.992541 0.18 0.07 -0.14 -0.49
C 3.979898 2.742208 -10.283366 0.10 0.23 -0.04 -0.51
Cl 3.594152 1.018050 -10.054561 -0.06 -0.01 0.02 -0.18
H 5.232471 2.858818 -8.514376 -0.19 -0.01 -0.07 0.33
H 4.766831 4.421602 -9.199009 -0.09 -0.11 -0.06 0.30
H 4.786622 2.790545 -11.017637 -0.03 0.00 0.13 0.35
H 3.101491 3.231819 -10.708891 0.08 -0.09 0.15 0.32
Cl 5.710411 2.102107 2.877925 0.86 0.41 -0.02 -0.19
C 6.692577 1.856563 1.412884 0.18 -0.07 -0.30 -0.60
C 8.097127 1.384995 1.736473 -0.17 -0.25 -0.16 -0.38
Cl 9.062570 2.649254 2.539337 0.00 0.04 0.06 -0.18
H 6.702152 2.792511 0.850288 0.01 -0.08 0.19 0.45
H 6.179008 1.103463 0.810387 0.09 0.01 0.12 0.30
H 8.622058 1.124209 0.815266 -0.10 0.09 0.05 0.37
H 8.086543 0.505469 2.383556 -0.03 0.20 -0.01 0.19
Cl -7.015815 -4.644518 -3.202300 -0.36 -1.44 -1.01 -0.06
C -7.358143 -5.220846 -4.854988 -0.12 -0.27 -0.20 -0.50
C -8.740124 -5.835105 -4.974528 0.03 0.16 -0.23 -0.42
Cl -8.871335 -7.372953 -4.085534 0.00 0.03 0.03 -0.18
H -6.577307 -5.931315 -5.135266 -0.16 0.03 0.09 0.32
H -7.280846 -4.353252 -5.514851 -0.10 -0.08 0.06 0.27
H -8.958644 -6.056066 -6.021463 0.07 0.01 0.09 0.32
H -9.512864 -5.160643 -4.599785 0.16 -0.10 0.05 0.30
Cl 11.722600 7.831623 4.194164 0.04 0.03 -0.01 -0.19
C 11.082737 6.389857 3.367472 -0.15 -0.21 -0.10 -0.41
C 11.678424 5.105392 3.910775 -0.24 0.00 0.03 -0.02
Cl 13.406139 4.942205 3.508432 0.02 0.02 0.02 -0.19
H 11.272867 6.499635 2.297796 0.08 -0.02 0.19 0.33
H 10.001274 6.390208 3.522246 0.13 -0.06 0.05 0.28
H 11.169202 4.245977 3.470501 0.05 0.14 -0.02 -0.11
H 11.576602 5.043172 4.996127 0.07 0.10 -0.16 0.34
Cl 5.687256 -4.867967 1.084916 0.01 0.03 -0.03 -0.18
C 6.207016 -4.575337 2.762787 0.07 0.01 0.25 -0.40
C 5.565433 -3.334672 3.353772 -0.09 -0.23 0.14 -0.53
Cl 6.159981 -1.840428 2.588439 0.06 0.03 -0.05 -0.08
H 7.296878 -4.507903 2.773583 -0.17 0.07 -0.07 0.31
H 5.915150 -5.454194 3.342338 -0.04 0.14 -0.04 0.31
H 5.806881 -3.262668 4.416229 0.04 -0.04 -0.12 0.30
H 4.478377 -3.357026 3.251939 0.17 0.06 -0.09 0.27
```
Positions in Å, forces in eV/Å.